# 1
Molecular formula: H12O6
Method: DFT, ωB97M-V with the def2-TZVPD basis set

Last column: Mulliken charge in e.
Atoms and positions in Å:
1 O 1.73 -2.43 0.60  -0.6636
2 H 2.34 -1.70 0.44  0.3123
3 H 1.05 -2.18 1.18  0.3326
4 O -1.22 0.15 2.56  -0.6060
5 H -0.84 -0.43 1.96  0.3003
6 H -2.11 -0.03 2.40  0.3137
7 O -0.53 -0.69 -0.14  -0.7779
8 H 0.07 -1.35 -0.51  0.3438
9 H 0.00 0.08 -0.44  0.4000
10 O -3.08 -1.67 -0.55  -0.6043
11 H -2.22 -1.26 -0.60  0.4129
12 H -2.99 -2.27 0.15  0.2753
13 O 0.51 3.47 -1.93  -0.6521
14 H 0.66 2.68 -1.38  0.4518
15 H 1.41 3.76 -2.11  0.2663
16 O 1.38 1.32 -0.76  -0.7753
17 H 1.51 1.14 0.16  0.3375
18 H 2.31 1.40 -1.04  0.3326

Values from the calculation:
**Multiplicity**: 1
**E_LUMO**: -0.019 hartree
**Orbital gap**: 10.572 eV


# 2
Molecular formula: H12O6
Method: DFT, ωB97M-V with the def2-TZVPD basis set

Last column: Mulliken charge in e.
Atoms and positions in Å:
1 O 2.06 1.55 -0.31  -0.6919
2 H 1.77 1.71 -1.21  0.3314
3 H 1.78 2.35 0.13  0.3157
4 O -0.38 -2.90 0.51  -0.6427
5 H 0.16 -3.67 0.33  0.2963
6 H 0.17 -2.28 0.92  0.3331
7 O 0.40 -0.32 0.90  -0.7159
8 H -0.49 0.07 1.06  0.3156
9 H 1.01 0.36 0.67  0.3436
10 O -2.12 0.95 1.22  -0.7698
11 H -2.73 1.21 0.49  0.3425
12 H -1.96 1.87 1.47  0.3589
13 O 1.43 -1.52 -1.32  -0.6587
14 H 1.22 -2.44 -1.35  0.2987
15 H 1.00 -1.12 -0.56  0.4905
16 O -0.93 1.73 -1.09  -0.6086
17 H -1.25 1.45 -0.22  0.3168
18 H -1.13 0.99 -1.65  0.3443

Values from the calculation:
**Multiplicity**: 1
**E_LUMO**: 0.002 hartree
**Orbital gap**: 10.535 eV


# 3
Molecular formula: H13O6
Method: DFT, ωB97M-V with the def2-TZVPD basis set

Last column: Löwdin spin population.
Atoms and positions in Å:
1 O -3.39 0.86 0.44  0.0026
2 H -3.90 1.69 0.43  0.0000
3 H -3.88 0.34 1.09  0.0000
4 O 1.85 0.21 2.15  0.0000
5 H 1.38 0.22 3.00  0.0000
6 H 1.90 1.14 1.89  0.0000
7 O 0.46 -0.80 0.18  0.0021
8 H 1.15 -0.44 0.82  -0.0001
9 H 0.90 -1.43 -0.41  -0.0005
10 O 1.88 -3.85 0.74  0.7100
11 H 1.43 -4.72 0.84  0.0071
12 H 2.64 -3.80 1.39  0.0065
13 O 0.03 2.15 -3.22  0.2681
14 H 0.55 2.96 -3.03  0.0020
15 H 0.66 1.85 -3.92  0.0016
16 O -0.82 1.11 -0.55  0.0009
17 H -0.94 1.45 -1.46  -0.0002
18 H -1.72 1.05 -0.15  0.0000
19 H -0.18 0.03 -0.23  0.0000

Values from the calculation:
**Multiplicity**: 2
**E_LUMO (spin up / spin down)**: -0.259 / -0.577 hartree
**Charge**: +2
**Orbital gap (spin up / spin down)**: 11.074 / 1.941 eV


# 4
Molecular formula: H13O6S
Method: DFT, ωB97M-V with the def2-TZVPD basis set

Last column: Mulliken charge in e.
Atoms and positions in Å:
1 S 0.60 0.53 0.69  -0.7726
2 H 0.87 1.88 0.89  -0.0418
3 H -1.02 2.32 -0.62  0.1583
4 H -1.37 2.98 0.73  0.3691
5 O -1.51 3.05 -0.21  -0.6293
6 H -0.73 -1.80 1.70  0.2805
7 H -0.25 -3.15 1.36  0.3279
8 O -1.03 -2.72 1.73  -0.6459
9 H -2.13 -0.58 -0.08  0.3414
10 H -1.79 0.93 -0.18  0.3189
11 O -2.41 0.24 -0.47  -0.6398
12 H 1.08 -1.09 -0.85  0.2953
13 H 1.24 -1.25 -2.29  0.2974
14 O 1.39 -1.77 -1.49  -0.6106
15 H 2.28 -1.89 3.22  0.2586
16 H 1.51 -0.85 2.20  0.2848
17 O 1.45 -1.54 2.88  -0.5818
18 H 0.32 1.07 -2.59  0.3003
19 H 0.46 2.13 -3.53  0.3046
20 O 1.04 1.51 -3.08  -0.6153

Values from the calculation:
**Multiplicity**: 1
**E_LUMO**: 0.122 hartree
**Charge**: -1
**Orbital gap**: 7.871 eV


# 5
Molecular formula: H13O6S
Method: DFT, ωB97M-V with the def2-TZVPD basis set

Last column: Mulliken charge in e.
Atoms and positions in Å:
1 S -0.54 -0.34 -2.39  -0.7634
2 H -0.86 -1.55 -2.88  -0.0817
3 H 1.47 0.13 -1.37  0.2313
4 H 2.14 -0.74 -0.39  0.3250
5 O 2.12 0.20 -0.64  -0.6419
6 H -1.12 1.35 1.93  0.3014
7 H -0.31 2.56 1.78  0.3418
8 O -0.74 2.05 2.48  -0.6577
9 H 0.50 -0.69 1.60  0.3034
10 H 1.00 -2.08 1.54  0.3697
11 O 1.24 -1.23 1.92  -0.6505
12 H -2.35 -0.16 -0.17  0.2871
13 H -1.69 1.20 -0.36  0.3380
14 O -2.24 0.69 0.26  -0.6449
15 H 0.99 1.97 -0.17  0.3794
16 H 0.40 2.79 -1.31  0.2679
17 O 0.35 2.68 -0.35  -0.6533
18 H 0.34 -3.19 -1.06  0.3127
19 H -0.59 -2.40 -0.21  0.2807
20 O -0.10 -3.25 -0.21  -0.6452

Values from the calculation:
**Multiplicity**: 1
**E_LUMO**: 0.126 hartree
**Charge**: -1
**Orbital gap**: 7.789 eV


# 6
Molecular formula: H13O6S
Method: DFT, ωB97M-V with the def2-TZVPD basis set

Last column: Mulliken charge in e.
Atoms and positions in Å:
1 S -2.34 -0.06 1.61  -0.8864
2 H -2.93 -1.24 1.77  0.0447
3 H -2.81 -0.21 -0.98  0.2832
4 H -3.23 1.13 -1.50  0.3132
5 O -3.06 0.23 -1.79  -0.6446
6 H 1.59 -1.24 -1.52  0.3808
7 H 1.57 -1.68 -0.17  0.3032
8 O 2.02 -1.94 -0.95  -0.6566
9 H 0.38 1.64 -2.59  0.2947
10 H -0.35 0.46 -1.94  0.3537
11 O 0.22 0.72 -2.72  -0.6402
12 H 2.26 0.92 1.47  0.3532
13 H 2.93 -0.23 0.43  0.3411
14 O 3.10 0.30 1.32  -0.7258
15 H 1.36 -1.14 2.18  0.2863
16 H -0.11 -1.15 1.88  0.2686
17 O 0.76 -1.46 1.51  -0.6092
18 H -1.01 1.27 1.09  0.2291
19 H -0.18 1.96 -0.01  0.2361
20 O -0.15 1.75 0.91  -0.5250

Values from the calculation:
**Multiplicity**: 1
**E_LUMO**: 0.114 hartree
**Charge**: -1
**Orbital gap**: 7.450 eV


We obtain energy relative to the best compared isomer or geometry (same formula, charge and spin) values of 178.5, 145.6, 38.2, 121.1, 51.4, 128.7 kJ/mol for the records listed above, in that order.
We obtain E values of -458.604492, -458.617009, -458.442747, -857.479073, -857.505636, -857.476214 Eh for the records listed above, in that order.